# 1
Computed, not measured: a structure of composition C40H45BMoN6O6 at a distorted geometry, with the ωB97M-V functional and the def2-TZVPD basis.

Summary:
- Gap between HOMO and LUMO (spin up / spin down): 7.680 / 8.464 eV
- <S²>: 2.02
- Multiplicity: 3

Each line ends with the Löwdin spin population.
CARTESIAN COORDINATES (ANGSTROEM)
Mo1 -18.960 -6.896 -6.653  1.768
C1 -17.285 -10.869 -10.923  0.000
C2 -15.854 -10.729 -10.516  0.000
C3 -14.881 -10.832 -11.526  0.000
C4 -13.531 -10.631 -11.261  0.000
C5 -13.130 -10.274 -9.993  0.000
C6 -14.041 -10.209 -8.959  0.000
C7 -15.412 -10.472 -9.220  0.000
N1 -16.340 -10.263 -8.151  0.002
C8 -17.104 -9.117 -8.089  0.007
N2 -16.725 -8.172 -9.008  0.006
C9 -17.389 -7.029 -9.460  0.003
C10 -18.359 -6.435 -8.657  -0.015
C11 -18.969 -5.297 -9.165  0.013
C12 -18.599 -4.752 -10.377  0.001
C13 -17.672 -5.381 -11.180  0.009
C14 -17.053 -6.544 -10.724  -0.002
C15 -16.111 -7.320 -11.618  -0.001
N3 -18.042 -8.956 -7.250  0.014
C16 -18.225 -10.088 -6.384  0.002
C17 -17.576 -10.098 -5.142  0.001
C18 -17.716 -11.185 -4.302  0.000
C19 -18.475 -12.279 -4.673  0.000
C20 -19.148 -12.259 -5.915  0.000
C21 -19.009 -11.190 -6.795  0.000
C22 -19.758 -11.219 -8.069  0.000
H1 -17.498 -10.034 -11.614  0.000
H2 -17.958 -10.745 -10.075  0.000
H3 -17.528 -11.803 -11.467  0.000
H4 -15.193 -11.060 -12.528  0.000
H5 -12.794 -10.664 -12.084  0.000
H6 -12.090 -10.144 -9.767  0.000
H7 -13.691 -10.051 -7.947  0.000
H8 -16.600 -11.029 -7.569  0.000
H9 -15.977 -8.454 -9.635  0.000
H10 -19.684 -4.770 -8.517  0.001
H11 -19.080 -3.863 -10.749  0.000
H12 -17.498 -5.005 -12.211  0.001
H13 -16.025 -6.855 -12.578  0.000
H14 -16.474 -8.325 -11.700  0.000
H15 -15.089 -7.319 -11.165  0.000
H16 -16.989 -9.223 -4.885  0.000
H17 -17.266 -11.169 -3.303  0.000
H18 -18.585 -13.088 -3.999  0.000
H19 -19.787 -13.147 -6.152  0.000
H20 -20.671 -11.798 -7.947  0.000
H21 -19.143 -11.752 -8.804  0.000
H22 -19.958 -10.206 -8.423  0.000
O1 -20.101 -3.008 -5.459  0.015
C23 -19.497 -3.985 -5.811  0.011
O2 -19.985 -5.161 -6.141  0.050
C24 -17.978 -3.876 -6.051  0.001
C25 -17.206 -2.770 -5.704  -0.001
C26 -15.831 -2.760 -6.009  0.000
C27 -15.293 -3.830 -6.704  0.000
C28 -16.093 -4.911 -6.991  0.002
N4 -17.366 -4.905 -6.616  0.005
H23 -17.698 -1.966 -5.156  0.000
H24 -15.190 -1.955 -5.723  0.000
H25 -14.243 -3.778 -6.983  0.000
H26 -15.816 -5.816 -7.499  0.000
C29 -17.750 -6.443 -3.962  0.013
O3 -17.720 -7.155 -5.173  0.077
H27 -18.786 -6.287 -3.664  0.001
H28 -17.281 -5.438 -4.025  0.003
H29 -17.235 -7.034 -3.186  -0.001
C30 -24.530 -13.398 -6.416  0.000
C31 -24.154 -13.055 -4.971  0.000
C32 -23.463 -14.265 -4.309  0.000
C33 -25.499 -12.839 -4.229  0.000
C34 -23.314 -11.810 -4.858  0.001
C35 -22.978 -11.416 -3.558  0.001
C36 -22.104 -10.347 -3.295  0.000
C37 -21.610 -9.669 -4.387  -0.002
O4 -20.719 -8.600 -4.439  -0.001
B1 -20.511 -8.345 -5.806  0.002
O5 -21.322 -9.203 -6.558  0.002
C38 -21.953 -10.009 -5.674  -0.001
C39 -22.774 -11.072 -5.918  0.000
H30 -25.107 -14.336 -6.396  0.000
H31 -23.647 -13.549 -7.065  0.000
H32 -25.133 -12.579 -6.822  0.000
H33 -24.068 -15.176 -4.348  0.000
H34 -23.297 -14.071 -3.223  0.000
H35 -22.502 -14.389 -4.759  0.000
H36 -26.077 -13.775 -4.183  0.000
H37 -26.103 -12.093 -4.770  0.000
H38 -25.384 -12.487 -3.208  0.000
H39 -23.362 -11.941 -2.706  0.000
H40 -21.861 -10.036 -2.279  0.000
H41 -22.961 -11.389 -6.930  0.000
N5 -22.991 -7.385 -9.063  0.001
C40 -22.095 -6.875 -8.160  0.002
N6 -22.569 -5.989 -7.270  0.001
O6 -20.891 -7.165 -8.225  0.010
H42 -23.979 -7.399 -8.788  0.000
H43 -22.634 -8.213 -9.523  0.000
H44 -23.518 -5.669 -7.179  0.000
H45 -21.880 -5.436 -6.756  0.000

Cartesian forces (eV/Å) of the 3 atoms listed first:
Mo 0.0984 -0.8563 -0.4467
C -0.5333 0.4286 -0.2412
C 0.7776 -0.6572 -0.5623



# 2
Computed, not measured: a structure of composition C40H45Cl3N2O9P2SiV at a distorted geometry, with the ωB97M-V functional and the def2-TZVPD basis.

Summary:
- Gap between HOMO and LUMO (spin up / spin down): 6.616 / 6.638 eV
- <S²>: 0.76
- Total charge: -2
- Multiplicity: 2
- ΔE to the lowest compared entry with this formula, charge and spin: 0.0 kcal per mole

Each line ends with the Löwdin spin population.
CARTESIAN COORDINATES (ANGSTROEM)
V1 0.755 1.127 0.633  0.991
O1 -5.410 4.063 -3.676  0.000
C1 -4.374 4.179 -4.424  0.000
O2 -4.342 4.634 -5.608  0.000
C2 -3.073 3.854 -3.735  0.000
C3 -1.947 3.731 -4.564  0.000
C4 -0.778 3.300 -4.046  0.000
N1 -0.614 3.170 -2.691  0.000
C5 -1.665 3.322 -1.904  -0.001
C6 -2.929 3.729 -2.393  0.000
C7 -1.401 3.087 -0.411  0.003
O3 -1.953 3.817 0.404  0.010
O4 -0.522 2.157 -0.182  -0.004
H1 -2.098 4.026 -5.579  0.000
H2 0.130 3.118 -4.611  0.000
H3 -3.796 3.690 -1.739  0.000
C8 4.347 0.242 1.684  -0.002
P1 2.659 -0.404 1.261  -0.011
C9 2.218 -1.420 2.710  -0.002
C10 3.199 -1.680 -0.005  -0.001
C11 3.413 -3.116 0.469  0.000
P2 4.412 -4.346 -0.593  0.000
C12 3.728 -5.840 0.236  0.000
C13 3.202 -4.192 -2.087  0.000
H4 4.928 -0.606 1.910  0.000
H5 4.259 0.906 2.577  0.000
H6 4.796 0.754 0.771  0.000
H7 1.359 -0.912 3.206  0.000
H8 3.053 -1.620 3.405  0.000
H9 1.821 -2.333 2.349  0.000
H10 4.158 -1.336 -0.469  0.000
H11 2.496 -1.604 -0.795  0.000
H12 2.413 -3.563 0.614  0.000
H13 3.815 -3.185 1.477  0.000
H14 2.623 -5.954 0.233  0.000
H15 3.950 -5.809 1.334  0.000
H16 4.248 -6.764 -0.149  0.000
H17 2.237 -4.349 -1.621  0.000
H18 3.408 -4.753 -2.990  0.000
H19 3.262 -3.113 -2.383  0.000
C14 0.116 1.311 4.768  -0.001
C15 0.981 1.266 3.560  0.002
O5 2.177 1.508 3.632  0.003
O6 0.363 0.889 2.494  -0.005
H20 -0.521 0.422 4.790  0.000
H21 -0.587 2.165 4.689  0.000
H22 0.829 1.335 5.613  0.000
C16 -2.984 -3.577 0.903  0.000
C17 -1.631 -2.939 0.658  0.000
C18 -1.168 -3.213 -0.823  0.000
C19 -0.631 -3.523 1.611  0.000
Si1 -1.693 -0.929 0.644  0.006
O7 -0.176 -0.443 0.311  0.029
C20 -2.480 -0.280 2.204  0.000
C21 -2.580 -1.094 3.339  0.000
C22 -3.201 -0.678 4.488  0.000
C23 -3.839 0.553 4.486  0.000
C24 -3.705 1.358 3.401  0.000
C25 -3.035 0.967 2.243  0.000
C26 -2.806 -0.664 -0.819  0.002
C27 -4.209 -0.751 -0.787  0.000
C28 -4.970 -0.474 -1.925  0.000
C29 -4.347 -0.037 -3.086  0.000
C30 -2.985 0.150 -3.120  0.000
C31 -2.196 -0.121 -1.950  0.000
H23 -2.998 -4.649 0.658  0.000
H24 -3.722 -3.164 0.209  0.000
H25 -3.318 -3.403 1.905  0.000
H26 -1.117 -4.239 -1.094  0.000
H27 -0.144 -2.781 -1.036  0.000
H28 -1.886 -2.792 -1.465  0.000
H29 -0.761 -4.627 1.483  0.000
H30 -0.923 -3.405 2.721  0.000
H31 0.337 -3.215 1.381  0.000
H32 -2.138 -2.039 3.268  0.000
H33 -3.346 -1.316 5.330  0.000
H34 -4.401 0.818 5.329  0.000
H35 -4.147 2.317 3.516  0.000
H36 -3.089 1.634 1.421  0.000
H37 -4.782 -1.021 0.114  0.000
H38 -6.005 -0.705 -1.942  0.000
H39 -4.920 0.147 -3.973  0.000
H40 -2.440 0.600 -3.967  0.000
H41 -1.131 -0.030 -1.948  0.000
N2 4.584 1.594 -5.766  0.001
C32 4.073 1.616 -4.727  0.000
C33 3.444 1.396 -3.435  0.003
C34 3.725 2.267 -2.398  -0.002
C35 3.039 2.100 -1.201  -0.001
C36 1.987 1.180 -1.004  -0.036
C37 1.726 0.362 -2.133  -0.001
C38 2.414 0.483 -3.313  -0.002
H42 4.451 3.002 -2.625  0.000
H43 3.173 2.789 -0.378  0.000
H44 1.010 -0.484 -2.070  0.000
H45 2.229 -0.047 -4.252  0.000
Cl1 2.488 6.259 2.878  0.000
C39 2.421 5.080 1.590  0.000
Cl2 4.072 4.759 1.035  0.000
Cl3 1.601 5.739 0.131  0.001
C40 1.509 3.811 1.915  0.003
O8 0.637 3.958 2.726  0.008
O9 1.641 2.794 1.174  0.007

Cartesian forces (eV/Å) of the 3 atoms listed first:
V 0.1682 0.7057 0.0916
O 1.4646 -0.1600 -1.1137
C -2.8081 1.2860 0.3278